No. 1
{"formula": "HPS5", "method": "ωB97M-V/def2-TZVPD", "homo_lumo_gap_ha": [0.255, 0.222], "e_homo_ha": [-0.30813, -0.29202], "max_force_ev_per_a": 1.17, "spin_multiplicity": 1, "species": ["P", "S", "S", "S", "S", "S", "H"], "coordinates": [[-0.218112, 0.551497, -0.820191], [-2.135476, -2.925487, -0.021369], [-1.175882, 2.074582, 0.290293], [-2.537415, -1.111935, -0.557947], [-3.107545, 1.766360, -0.450964], [-3.589271, 0.274182, 0.773421], [0.945864, 0.407901, 0.096843]], "forces_ev_per_a": [[0.44, 0.20, 0.45], [-0.35, 0.66, 0.22], [0.26, -0.04, -0.39], [0.30, -0.37, -0.03], [0.51, 0.57, 0.14], [-0.04, -1.13, -0.01], [-1.10, 0.11, -0.39]], "lowdin_charge": [0.353, 0.030, -0.030, -0.202, -0.048, 0.045, -0.149]}


No. 2
{"formula": "Hg4O8S2", "method": "ωB97M-V/def2-TZVPD", "homo_lumo_gap_ha": [0.185, 0.227], "e_homo_ha": [-0.71566, -0.75730], "max_force_ev_per_a": 6.87, "total_charge": 3, "spin_multiplicity": 2, "species": ["Hg", "Hg", "Hg", "Hg", "S", "O", "O", "O", "O", "S", "O", "O", "O", "O"], "coordinates": [[3.512355, 2.301222, -0.803796], [-0.479623, 2.398821, 0.854841], [0.179676, -2.555937, -0.150830], [-0.386590, -0.282223, -4.987688], [-1.364076, -0.751563, 2.338272], [-0.254239, -0.803165, 3.264298], [-2.711264, -0.945050, 2.954741], [-1.384930, 0.562256, 1.826064], [-1.334289, -1.850460, 1.402285], [0.863141, 0.379455, -1.374951], [0.447263, -0.302308, -2.679608], [0.484306, -0.489833, -0.222956], [2.272046, 0.671150, -1.254197], [0.156223, 1.667636, -1.166474]], "forces_ev_per_a": [[1.45, 1.51, 0.30], [-0.54, -1.89, -0.15], [-0.85, -0.02, 1.10], [-0.04, 0.08, -0.31], [1.81, -2.13, 3.99], [-0.91, -0.75, 0.43], [-0.35, -0.21, 1.27], [-0.27, 5.73, -3.77], [0.54, -1.88, -3.03], [-1.05, -1.50, -3.16], [1.08, 1.70, 3.32], [-0.05, -0.29, 0.24], [0.48, -1.64, -0.88], [-1.29, 1.28, 0.65]], "lowdin_spin": [0.691, 0.016, 0.003, 0.767, 0.017, -0.260, -0.681, -0.019, -0.058, 0.072, 0.201, 0.018, 0.216, 0.017]}


No. 3
{"formula": "HgI", "method": "ωB97M-V/def2-TZVPD", "homo_lumo_gap_ha": 0.246, "e_homo_ha": -0.56639, "max_force_ev_per_a": 0.26, "total_charge": 1, "spin_multiplicity": 1, "species": ["Hg", "I"], "coordinates": [[-7.804482, -12.156738, 21.441688], [-10.240700, -12.120346, 22.289216]], "forces_ev_per_a": [[-0.24, 0.00, 0.08], [0.24, 0.00, -0.08]], "lowdin_charge": [0.780, 0.220]}


No. 4
{"formula": "I2OS", "method": "ωB97M-V/def2-TZVPD", "homo_lumo_gap_ha": 0.295, "e_homo_ha": -0.35515, "max_force_ev_per_a": 3.24, "spin_multiplicity": 1, "species": ["O", "S", "I", "I"], "coordinates": [[-0.044446, 1.578840, -0.311263], [0.053152, 0.423075, 0.483207], [1.902123, -0.999781, -0.084247], [-1.910830, -1.002134, -0.087698]], "forces_ev_per_a": [[0.16, 2.32, -2.00], [-0.83, -1.92, 2.48], [0.44, -0.34, -0.43], [0.23, -0.05, -0.05]], "lowdin_charge": [-0.638, -0.097, 0.399, 0.336]}


No. 5
{"formula": "I3Zn", "method": "ωB97M-V/def2-TZVPD", "homo_lumo_gap_ha": [0.297, 0.159], "e_homo_ha": [-0.34408, -0.34153], "max_force_ev_per_a": 1.70, "spin_multiplicity": 2, "species": ["Zn", "I", "I", "I"], "coordinates": [[16.703319, 10.551791, -9.748509], [17.988483, 9.657720, -12.109625], [16.843525, 8.499318, -7.884681], [16.944990, 13.007130, -9.023535]], "forces_ev_per_a": [[0.65, -0.03, 1.26], [-0.34, 0.01, 0.63], [-0.08, 0.97, -1.40], [-0.22, -0.94, -0.49]], "lowdin_spin": [-0.006, 0.826, 0.184, -0.003]}


No. 6
{"formula": "IO2S2", "method": "ωB97M-V/def2-TZVPD", "homo_lumo_gap_ha": 0.283, "e_homo_ha": -0.17037, "max_force_ev_per_a": 1.24, "smiles": "O=S(=O)([S-])I", "total_charge": -1, "spin_multiplicity": 1, "species": ["O", "O", "S", "S", "I"], "coordinates": [[-0.816010, -0.720114, -1.212532], [-0.378213, -0.792088, 1.240914], [-0.708270, 1.766261, -0.023760], [-0.285615, -0.100014, -0.027977], [2.188109, -0.154047, 0.023357]], "forces_ev_per_a": [[0.42, -0.81, -0.14], [-0.82, -0.14, -0.27], [-0.20, 0.87, 0.26], [-0.48, 0.16, 0.74], [1.08, -0.08, -0.59]], "lowdin_charge": [-0.494, -0.568, 0.095, -0.333, 0.300]}


No. 7
{"formula": "IO2S2", "method": "ωB97M-V/def2-TZVPD", "homo_lumo_gap_ha": [0.226, 0.220], "e_homo_ha": [-0.17115, -0.17373], "max_force_ev_per_a": 1.04, "total_charge": -1, "spin_multiplicity": 1, "species": ["O", "O", "S", "S", "I"], "coordinates": [[-0.465778, -0.808782, -1.530371], [-1.265652, 1.047837, -0.144830], [2.341744, 1.224552, 0.395468], [-0.235957, 0.055107, -0.384674], [-0.374358, -1.518714, 1.664407]], "forces_ev_per_a": [[0.25, 0.14, 0.26], [0.13, -0.13, 0.00], [-0.79, -0.41, -0.35], [0.49, 0.83, -0.39], [-0.08, -0.43, 0.48]], "lowdin_charge": [-0.533, -0.542, -0.152, 0.121, 0.106]}


No. 8
{"formula": "IO6V3", "method": "ωB97M-V/def2-TZVPD", "homo_lumo_gap_ha": [0.092, 0.113], "e_homo_ha": [-0.40152, -0.42217], "max_force_ev_per_a": 4.52, "total_charge": 1, "spin_multiplicity": 2, "species": ["O", "V", "O", "O", "V", "O", "O", "V", "O", "I"], "coordinates": [[-0.012843, 0.191295, -1.586443], [-1.009913, -0.938435, -1.162103], [-1.712733, -0.456525, 0.147727], [5.205007, 1.882705, -1.371083], [3.663847, 2.157285, -1.849773], [2.706467, 0.892395, -1.698893], [-3.070523, 0.060665, 4.851327], [-3.134823, 0.150575, 3.268767], [-2.155113, -0.958645, 2.671417], [-0.479373, -2.981315, -3.270943]], "forces_ev_per_a": [[-1.29, -1.04, 0.54], [2.88, -0.27, -3.47], [-1.02, 0.06, 0.95], [-1.84, 0.57, -0.58], [2.23, -0.60, 0.59], [-0.33, 0.04, 0.01], [-0.04, 0.10, -3.02], [2.42, -2.67, 1.27], [-2.30, 2.41, 1.88], [-0.71, 1.40, 1.83]], "lowdin_spin": [-0.001, 0.002, 0.000, -0.029, 1.036, -0.007, 0.000, 0.000, 0.000, 0.000]}


No. 9
{"formula": "IZn", "method": "ωB97M-V/def2-TZVPD", "homo_lumo_gap_ha": [0.323, 0.234], "e_homo_ha": [-0.32172, -0.33839], "max_force_ev_per_a": 1.31, "spin_multiplicity": 2, "species": ["Zn", "I"], "coordinates": [[-0.213770, 8.986580, 10.939350], [-2.174420, 6.764120, 10.887570]], "forces_ev_per_a": [[-0.87, -0.99, -0.02], [0.87, 0.99, 0.02]], "lowdin_spin": [0.563, 0.437]}


No. 10
{"formula": "Li2N3O17S2Sr4", "method": "ωB97M-V/def2-TZVPD", "homo_lumo_gap_ha": 0.092, "e_homo_ha": -0.53423, "max_force_ev_per_a": 6.13, "total_charge": 3, "spin_multiplicity": 1, "species": ["Sr", "Sr", "Sr", "Sr", "Li", "Li", "N", "O", "O", "O", "N", "O", "O", "O", "N", "O", "O", "O", "S", "O", "O", "O", "O", "S", "O", "O", "O", "O"], "coordinates": [[3.192513, 3.629491, -1.726204], [2.378475, -1.183567, -1.162547], [-1.027373, 3.736798, 1.541307], [-2.414317, 1.863622, -4.068307], [-1.366032, -1.312505, -1.372546], [0.137114, -0.053887, 1.212716], [-4.186161, -0.107906, -2.200517], [-5.278039, -0.207426, -1.729017], [-3.161155, 0.061970, -1.438825], [-3.994361, -0.147753, -3.469360], [-0.233581, -3.698716, -1.019291], [-0.382549, -4.664476, -0.350637], [0.651489, -2.803950, -0.714351], [-1.071869, -3.318082, -1.893578], [1.229405, 1.891019, 3.700740], [0.961324, 1.245950, 4.670944], [0.395557, 2.021229, 2.698038], [2.306281, 2.466204, 3.565493], [0.039756, 1.464422, -1.207046], [1.260076, 2.170839, -1.708897], [-1.237894, 1.584418, -1.938463], [0.287881, 0.017662, -1.117991], [-0.384685, 1.896194, 0.124101], [2.454560, -1.349517, 2.033228], [2.656947, -1.078491, 3.411560], [1.976389, -0.184164, 1.237157], [3.597484, -1.820595, 1.202501], [1.212766, -2.118780, 1.719791]], "forces_ev_per_a": [[0.10, -0.48, 0.46], [0.51, -2.25, 2.88], [0.92, -1.75, 1.88], [-1.34, -1.83, 0.76], [-0.33, -0.93, -0.19], [0.73, -0.45, 1.10], [-0.37, -0.35, 1.34], [0.20, -0.01, -0.43], [0.18, -0.29, -0.86], [1.02, 1.34, -0.56], [-1.36, 1.31, 0.97], [0.61, -0.58, -0.50], [0.93, 0.27, -0.93], [-0.16, 0.42, -0.41], [2.36, 0.36, 1.41], [-1.09, -0.25, -0.44], [-2.50, 0.89, -1.63], [-0.12, 0.44, -0.58], [-2.81, -1.67, 1.22], [-0.04, 0.64, -0.34], [1.47, 1.80, -2.88], [0.42, 0.25, -0.63], [1.13, 1.42, 0.93], [-0.66, -2.67, -0.43], [0.63, 0.14, -0.06], [-0.18, 5.41, -2.88], [-0.09, -0.07, -0.17], [-0.14, -1.10, 0.97]], "lowdin_charge": [1.811, 1.696, 1.799, 1.823, 0.740, 0.694, -0.578, 0.159, -0.149, -0.179, -0.557, 0.182, -0.300, -0.104, -0.589, 0.129, -0.343, 0.019, 0.289, -0.576, -0.530, -0.552, -0.536, 0.263, -0.225, -0.601, -0.426, -0.361]}


No. 11
{"formula": "LiN3O9Sr", "method": "ωB97M-V/def2-TZVPD", "homo_lumo_gap_ha": [0.270, 0.226], "e_homo_ha": [-0.44814, -0.44809], "max_force_ev_per_a": 6.88, "total_charge": 1, "spin_multiplicity": 2, "species": ["Sr", "Li", "N", "O", "O", "O", "N", "O", "O", "O", "N", "O", "O", "O"], "coordinates": [[1.462387, 2.569170, 1.486965], [2.007851, -2.024200, -3.584408], [-1.214133, -1.721711, 0.325945], [-0.724200, -1.175576, 1.423815], [-1.544968, -2.869849, 0.548091], [-1.320997, -1.053305, -0.742157], [-1.658744, 1.995425, 0.717568], [-1.011027, 2.140179, 1.823857], [-2.801757, 1.984618, 0.591718], [-0.875645, 2.219159, -0.295885], [1.898947, -0.471689, -0.562885], [2.658847, -1.010953, 0.192958], [1.462857, -1.316935, -1.326698], [1.660582, 0.735667, -0.598885]], "forces_ev_per_a": [[-2.22, -1.45, -1.56], [-0.36, 0.36, 1.11], [-0.42, 1.82, -1.98], [-0.45, -0.31, -1.60], [0.31, 0.77, -0.40], [0.44, -2.25, 3.98], [5.40, 3.57, -2.34], [0.24, -0.81, 1.78], [-3.60, -1.29, 0.69], [0.01, -0.81, 0.62], [1.78, -2.26, 0.29], [2.58, 1.51, 4.19], [-3.14, -0.48, -5.18], [-0.56, 1.63, 0.39]], "lowdin_spin": [0.000, 0.000, -0.035, 0.679, 0.266, 0.090, 0.000, 0.003, 0.000, -0.001, 0.000, 0.000, -0.001, 0.000]}


No. 12
{"formula": "N2O14S2Sr2", "method": "ωB97M-V/def2-TZVPD", "homo_lumo_gap_ha": 0.072, "e_homo_ha": -0.04203, "max_force_ev_per_a": 8.56, "total_charge": -2, "spin_multiplicity": 1, "species": ["Sr", "Sr", "N", "O", "O", "O", "N", "O", "O", "O", "S", "O", "O", "O", "O", "S", "O", "O", "O", "O"], "coordinates": [[-2.634257, 2.977951, -3.571164], [-2.138675, -1.655302, -0.727172], [-1.379629, 1.386435, -0.820810], [-1.211020, 2.566915, -0.580610], [-1.807826, 0.932662, -1.847317], [-1.376630, 0.545569, 0.079555], [-2.447260, -2.909915, 1.952792], [-1.989001, -1.826660, 1.779792], [-3.405398, -3.014241, 2.715822], [-2.172053, -3.891148, 1.406530], [2.908349, 2.750145, -0.015968], [3.361796, 3.834081, -0.891923], [3.404495, 1.513915, -0.476848], [3.209173, 3.128275, 1.374398], [1.512982, 2.692888, -0.125900], [1.283070, -1.729939, 0.026027], [0.087829, -2.008748, -0.935396], [1.214176, -2.849798, 0.900608], [2.361111, -2.097057, -0.804013], [1.218768, -0.346028, 0.561596]], "forces_ev_per_a": [[0.50, -0.47, 0.77], [1.92, 0.20, 0.90], [-0.62, 0.27, 5.56], [0.25, 0.77, -1.34], [-1.69, -0.40, -6.99], [0.76, -0.25, 2.05], [-5.19, 0.34, 4.19], [2.80, 4.52, -1.94], [-2.18, 0.68, 2.67], [3.77, -5.51, -5.36], [2.97, 3.34, 2.07], [0.37, 0.92, -0.64], [1.83, -3.13, -0.52], [0.94, -0.60, -0.04], [-5.77, -0.47, -1.03], [-3.12, 0.87, -1.25], [-1.74, 1.36, -0.05], [-0.54, -1.24, 4.04], [4.57, 1.00, -2.67], [0.16, -2.18, -0.41]], "lowdin_charge": [0.502, 1.586, -0.634, -0.019, -0.289, -0.137, -0.765, -0.104, -0.058, 0.014, 0.130, -0.274, -0.184, -0.287, -0.159, 0.223, -0.667, -0.295, -0.286, -0.297]}